1.
# C20H22N6O2S3SbSe4Tc

A molecular structure, C20H22N6O2S3SbSe4Tc (ωB97M-V with the def2-TZVPD basis set, the Open Molecules 2025 dataset).

Computed properties:
LUMO level (spin up / spin down)	-8.095 / -8.106	eV
orbital gap (spin up / spin down)	4.71 / 4.70	eV
energy above the lowest of the compared OMol25 structures with the same formula, charge and spin	24.9	kcal/mol
HOMO level (spin up / spin down)	-12.80 / -12.81	eV
charge	+2

Structure (XYZ):
```
59
Properties=species:S:1:pos:R:3:forces:R:3:lowdin_charge:R:1
Sb -2.71143 4.34907 1.85635 0.43 -0.42 1.10 0.510
Tc -0.44173 0.93167 -0.18095 -0.29 2.28 0.23 0.975
Se -1.48553 2.90557 -0.47845 0.77 -0.56 -0.12 0.237
Se -0.04823 4.97657 1.26895 -0.76 -0.22 -0.16 -0.030
Se 1.26897 3.59737 2.47745 -0.14 -0.09 0.05 0.225
Se -2.54113 2.80997 3.63605 -0.01 0.76 -0.88 0.025
S 2.61037 1.90147 -3.70035 0.08 0.25 0.04 1.018
S 1.36127 1.55297 1.42505 -0.56 -0.50 0.03 0.510
S 1.28407 3.82947 -1.88075 0.21 -0.03 -0.12 0.863
O 0.28917 -3.46953 -0.36115 -0.23 -0.13 0.24 0.072
O 0.48047 -0.75383 -0.40125 -0.58 -0.64 1.51 -0.195
N 1.34537 0.00637 -2.29385 0.43 -1.63 -0.83 0.004
N 0.88587 1.17737 -1.85495 -0.60 0.94 1.07 -0.251
N -1.30723 0.18147 1.47645 -0.43 -0.05 -0.93 -0.151
N -2.10873 -0.09583 -0.95925 -0.06 -0.24 0.13 -0.067
N -0.67623 0.12977 2.63775 -0.27 -0.59 1.90 0.022
N 1.23467 0.38787 3.85435 0.50 0.09 0.21 0.015
C 0.70967 -0.32693 5.00395 -0.29 -0.02 0.53 -0.205
C -2.54113 -0.24953 1.38355 0.72 0.18 0.55 -0.226
C -2.34343 -0.44323 -2.21755 0.15 0.11 -0.31 -0.077
C 1.87427 -4.67473 -1.70275 -0.09 0.00 0.14 -0.005
C 1.71137 -2.27723 -1.84525 -0.24 -0.56 0.35 -0.083
C 2.71537 -2.28963 -2.82075 -0.05 -0.14 0.13 -0.010
C 0.51227 0.57777 2.77485 0.37 0.86 -1.42 -0.660
C -3.36983 -0.58303 2.56815 0.07 0.05 0.08 -0.013
C -4.40483 -1.48633 -1.62835 0.35 0.10 -0.39 0.002
C -0.02873 0.60867 5.95565 0.01 -0.17 -0.10 -0.064
C 3.30867 -3.46783 -3.20645 0.02 0.02 -0.06 -0.061
C -2.97823 -0.46923 0.01645 -0.58 -0.34 -0.91 -0.194
C 1.12227 -1.00123 -1.47975 0.88 1.14 -2.04 -0.396
C -3.47023 -1.14893 -2.59895 -0.25 -0.11 0.33 0.004
C 1.28607 -3.48723 -1.27585 0.38 0.11 -0.47 -0.254
C 2.17277 4.54797 -3.31435 -0.26 0.06 0.10 -0.455
C -4.15513 -1.14743 -0.31025 0.42 0.39 0.33 0.038
C 1.50207 2.20187 -2.39755 0.00 -0.25 -0.12 -0.897
C 2.88417 -4.66703 -2.64535 -0.07 0.13 0.05 -0.044
C 3.27797 3.60057 -3.70635 -0.02 -0.33 0.06 -0.477
H 4.11877 3.61857 -3.01235 -0.05 0.12 -0.02 0.089
H 0.11297 -4.37193 -0.06135 0.05 0.12 -0.07 0.122
H 1.44067 4.67647 -4.11365 0.11 0.04 0.04 0.093
H -5.30163 -2.01813 -1.90105 -0.13 -0.06 0.02 0.129
H 1.54857 -0.80203 5.51425 -0.07 -0.05 -0.12 0.130
H 2.13657 0.83677 3.93565 -0.11 -0.11 -0.13 0.141
H -3.78503 -1.58483 2.49535 0.01 -0.12 0.02 0.102
H -4.85953 -1.40733 0.46235 -0.03 -0.05 0.11 0.125
H 3.01457 -1.34973 -3.25485 0.09 0.04 -0.02 0.103
H -4.19973 0.11887 2.63995 -0.14 0.05 -0.09 0.095
H -0.81273 1.15937 5.43205 0.08 -0.02 0.02 0.016
H 0.65947 1.31147 6.42025 -0.01 0.10 0.01 0.083
H -2.78053 -0.48103 3.47545 0.00 -0.12 -0.06 0.072
H 4.09547 -3.45193 -3.94155 0.10 -0.06 -0.10 0.112
H 3.34287 -5.59493 -2.95015 0.00 -0.10 0.00 0.118
H 2.55867 5.51737 -3.00055 -0.07 -0.01 -0.01 0.095
H 3.63847 3.81417 -4.70995 0.01 0.00 -0.04 0.093
H 0.03157 -1.09003 4.62015 0.18 -0.04 0.09 0.116
H -3.60603 -1.41773 -3.63245 -0.04 -0.01 -0.13 0.126
H 1.52067 -5.60743 -1.28665 0.02 -0.14 0.06 0.121
H -0.49143 0.01887 6.74145 -0.05 -0.01 0.14 0.085
H -1.60793 -0.12983 -2.94705 0.05 0.01 0.01 0.128
```
Positions in Å, forces in eV/Å.

2.
# C24H19AuN4O2S

A molecular structure, C24H19AuN4O2S (ωB97M-V with the def2-TZVPD basis set, the Open Molecules 2025 dataset).

Computed properties:
LUMO level (spin up / spin down)	-9.505 / -9.504	eV
orbital gap (spin up / spin down)	4.86 / 4.87	eV
HOMO level (spin up / spin down)	-14.37 / -14.37	eV
charge	+2

Structure (XYZ):
```
51
Properties=species:S:1:pos:R:3:forces:R:3:lowdin_charge:R:1
Au -0.59485 -0.28206 -0.46689 0.23 -0.40 -0.89 1.059
S -0.65938 -0.88222 2.45994 0.43 -0.92 0.15 0.673
O -1.51561 -0.93884 3.59267 -0.11 0.26 0.16 -0.230
O -0.60440 -1.96181 1.50102 -0.11 -0.06 1.04 -0.349
N -1.39407 -2.15375 -1.65728 0.08 0.09 0.30 0.049
N -1.85113 1.69710 -0.76995 -0.36 0.00 0.19 0.032
N 0.99042 -0.75951 -1.81001 -0.07 0.37 0.39 -0.039
N -1.17052 0.37161 1.41292 0.84 0.86 -1.12 -0.126
C -2.20150 2.21962 0.41160 0.03 0.34 -0.46 -0.154
C 0.90352 -1.94135 -2.48102 0.12 -0.19 -0.23 -0.162
C -0.39418 -3.85536 -3.13900 -0.09 0.11 0.10 0.013
C -2.97593 3.47836 -1.89423 -0.07 -0.07 -0.06 0.006
C -0.29898 -2.67877 -2.44598 -0.02 -0.17 -0.10 -0.229
C 2.11534 -0.06728 -1.83299 -0.06 -0.01 -0.09 -0.098
C -2.25987 1.99644 2.86812 -0.31 0.06 0.21 0.073
C 0.99084 -0.41406 2.87402 -0.45 -0.05 -0.14 -0.296
C 2.52503 0.94679 4.08688 -0.02 0.05 0.02 -0.040
C -2.96046 3.18511 2.94196 0.19 -0.09 0.27 0.003
C 3.32182 -0.89308 2.73881 0.01 0.03 0.02 -0.040
C -2.23351 2.29206 -1.88994 -0.06 0.44 0.11 -0.057
C 2.00597 -2.43793 -3.22032 -0.20 0.14 0.17 -0.130
C -2.94680 3.41034 0.50787 0.28 0.01 0.17 -0.125
C 3.19622 -1.68169 -3.21298 0.03 0.10 0.03 0.037
C -1.83791 1.49814 1.61160 -0.38 -0.76 0.15 -0.221
C 3.57028 0.17310 3.59492 -0.02 -0.04 -0.04 -0.030
C -3.29300 3.88979 1.79340 0.02 -0.01 -0.35 0.088
C 1.22024 0.65278 3.73240 -0.07 0.04 0.09 -0.047
C -3.32680 4.04409 -0.69254 -0.03 0.06 0.01 0.055
C 1.87237 -3.65861 -3.91748 -0.01 -0.11 -0.05 0.005
C 0.69525 -4.34975 -3.88066 0.13 0.02 -0.05 -0.028
C 3.25197 -0.49913 -2.52390 0.04 -0.14 -0.10 -0.017
C 2.02220 -1.19179 2.36425 0.00 -0.04 -0.11 -0.052
H -1.67070 -2.82077 -0.94121 0.01 0.01 0.02 0.107
H -3.90343 4.96021 -0.65559 0.03 0.02 -0.01 0.142
H 4.58667 0.39830 3.88874 0.00 0.01 0.00 0.123
H 0.58902 -5.28200 -4.41730 0.01 0.00 0.00 0.125
H -3.25901 3.93055 -2.83397 -0.04 -0.01 0.01 0.129
H -3.84252 4.82130 1.86440 -0.10 -0.06 0.06 0.145
H 0.39569 1.23064 4.13179 0.04 -0.01 0.04 0.112
H 2.71951 -4.03384 -4.47735 -0.02 0.00 -0.01 0.132
H 4.13895 -1.49907 2.37238 0.00 0.00 0.01 0.120
H -3.26706 3.56053 3.90839 0.02 0.02 -0.01 0.134
H -1.31915 -4.41949 -3.11652 0.00 0.02 0.02 0.131
H 2.72891 1.76975 4.75784 -0.01 -0.01 0.00 0.122
H 4.05762 -2.04605 -3.75895 0.00 0.01 0.00 0.137
H -2.03798 1.42682 3.76225 -0.03 0.00 -0.02 0.121
H -2.21080 -1.97593 -2.23362 0.02 0.06 0.00 0.114
H 2.12532 0.87337 -1.29848 -0.02 -0.03 0.07 0.118
H 4.14995 0.10053 -2.50011 -0.02 0.02 -0.01 0.122
H -1.94064 1.81980 -2.81995 0.09 0.05 0.01 0.128
H 1.79709 -2.02304 1.71005 0.04 0.00 0.01 0.115
```
Positions in Å, forces in eV/Å.

The calculation returns the following max |F| values, one per record and in order: 2.495 1.637 eV/A.